No. 1
Computed, not measured: C28H25N3S in the gas phase, with the ωB97M-V functional and the def2-TZVPD basis.

Geometry as ORCA input:
```
! wB97M-V def2-TZVPD RIJCOSX def2/J DEFGRID3
* xyz 0 1
C -5.073 0.427 -2.582
N -4.926 0.387 -1.125
C -5.570 -0.681 -0.451
C -5.525 -1.986 -0.994
C -6.051 -3.063 -0.277
C -6.743 -2.840 0.922
C -6.869 -1.539 1.421
C -6.247 -0.473 0.767
C -3.830 1.047 -0.565
C -3.726 1.304 0.814
C -2.513 1.659 1.395
C -1.378 1.787 0.596
C -0.063 2.191 1.263
N -0.007 1.697 2.584
C 0.049 1.905 3.782
S 0.186 2.016 5.339
C 1.209 1.726 0.553
C 2.356 2.507 0.716
C 3.582 2.019 0.300
C 3.681 0.726 -0.225
N 4.932 0.355 -0.768
C 5.264 0.937 -2.067
C 5.609 -0.788 -0.303
C 5.615 -1.956 -1.081
C 6.180 -3.125 -0.569
C 6.818 -3.100 0.679
C 6.873 -1.917 1.435
C 6.218 -0.776 0.975
C 2.538 -0.081 -0.334
C 1.285 0.467 -0.047
C -1.475 1.592 -0.789
C -2.705 1.315 -1.370
H -4.754 1.405 -2.953
H -4.474 -0.353 -3.067
H -6.130 0.288 -2.831
H -5.027 -2.146 -1.957
H -5.922 -4.076 -0.665
H -7.183 -3.681 1.459
H -7.450 -1.348 2.325
H -6.302 0.536 1.178
H -4.582 1.201 1.460
H -2.456 1.803 2.478
H -0.005 3.308 1.238
H 2.270 3.510 1.148
H 4.495 2.596 0.426
H 6.348 0.916 -2.208
H 4.775 0.381 -2.876
H 4.907 1.972 -2.087
H 5.114 -1.930 -2.054
H 6.125 -4.040 -1.167
H 7.293 -4.007 1.052
H 7.432 -1.879 2.375
H 6.185 0.143 1.571
H 2.640 -1.104 -0.683
H 0.360 -0.057 -0.304
H -0.575 1.616 -1.408
H -2.776 1.208 -2.447
*
```

* SMILES: CN(c1ccccc1)c1ccc(C(N=C=S)c2ccc(N(C)c3ccccc3)cc2)cc1
* LUMO energy: 0.64 eV
* gap between HOMO and LUMO: 8.4 eV

No. 2
Computed, not measured: a molecular structure, C28H26AsFeN5O3S, with the ωB97M-V functional and the def2-TZVPD basis.

Geometry as ORCA input:
```
! wB97M-V def2-TZVPD RIJCOSX def2/J DEFGRID3
* xyz 1 2
Fe -0.956 -0.390 -1.396
C -6.342 -0.261 0.952
C -5.206 -0.772 1.825
N -4.195 -1.506 1.065
C -3.250 -0.910 0.332
S -2.175 -1.971 -0.549
N -3.178 0.394 0.309
N -2.136 0.807 -0.484
C -2.024 2.079 -0.675
C -2.953 3.109 -0.141
C -0.888 2.436 -1.533
C -0.514 3.729 -1.856
C 0.562 3.915 -2.711
C 1.216 2.810 -3.228
C 0.790 1.548 -2.854
N -0.227 1.368 -2.010
H -7.007 0.375 1.537
H -6.930 -1.084 0.547
H -5.951 0.328 0.123
H -5.577 -1.454 2.588
H -4.706 0.052 2.331
H -4.242 -2.510 1.023
H -3.577 2.692 0.642
H -3.598 3.465 -0.949
H -2.403 3.966 0.249
H -1.063 4.571 -1.460
H 0.876 4.915 -2.979
H 2.045 2.913 -3.914
H 1.269 0.659 -3.241
C 1.369 2.017 4.015
C 1.876 0.725 3.964
C 1.696 -0.053 2.829
C 1.001 0.473 1.745
C 0.487 1.763 1.795
C 0.674 2.537 2.933
As 0.887 -0.552 0.128
C 2.653 -0.401 -0.621
C 3.313 0.733 -1.064
C 4.620 0.617 -1.518
C 5.248 -0.622 -1.515
C 4.592 -1.747 -1.036
C 3.286 -1.644 -0.575
C 2.506 -2.741 0.049
C 2.934 -4.054 0.194
C 2.121 -4.973 0.841
C 0.883 -4.598 1.347
C 0.436 -3.293 1.195
C 1.254 -2.381 0.549
H 1.516 2.618 4.902
H 2.413 0.319 4.811
H 2.091 -1.060 2.793
H -0.062 2.170 0.957
H 0.276 3.542 2.975
H 2.835 1.703 -1.040
H 5.152 1.493 -1.863
H 6.268 -0.708 -1.867
H 5.109 -2.697 -1.010
H 3.894 -4.367 -0.194
H 2.459 -5.995 0.956
H 0.262 -5.324 1.854
H -0.534 -3.001 1.571
O 0.146 -2.016 -4.431
N -0.288 -1.475 -3.472
O -1.160 -0.555 -3.473
O 0.129 -1.730 -2.269
*
```

* ΔE to the lowest compared entry with this formula, charge and spin: 34.6 kJ/mol
* LUMO energy (spin up / spin down): -3.90 / -3.81 eV
* gap between HOMO and LUMO (spin up / spin down): 7.3 / 7.4 eV

No. 3
Computed, not measured: a molecular structure, C28H26Cl2N7OTa, with the ωB97M-V functional and the def2-TZVPD basis.

Geometry as ORCA input:
```
! wB97M-V def2-TZVPD RIJCOSX def2/J DEFGRID3
* xyz 4 1
Ta 0.228 0.234 -0.557
C -2.008 -0.333 4.416
C -0.854 -1.110 4.455
C 0.117 -0.980 3.476
C -0.053 -0.040 2.459
C -1.205 0.751 2.426
C -2.180 0.596 3.400
N 0.928 0.143 1.438
C 2.220 0.507 1.746
C 2.725 0.788 3.022
C 4.044 1.154 3.180
C 4.937 1.214 2.090
C 4.471 0.991 0.825
C 3.107 0.675 0.641
N 2.519 0.576 -0.579
N 3.150 0.764 -1.652
C 2.415 0.746 -2.803
C 3.044 1.029 -4.012
C 2.273 1.102 -5.161
C 0.900 0.891 -5.069
C 0.341 0.600 -3.838
N 1.083 0.504 -2.726
H -2.760 -0.444 5.185
H -0.702 -1.821 5.256
H 1.008 -1.595 3.509
H -1.290 1.545 1.690
H -3.061 1.223 3.383
H 2.070 0.744 3.880
H 4.408 1.405 4.168
H 5.974 1.472 2.252
H 5.105 1.065 -0.048
H 4.109 1.217 -4.009
H 2.731 1.344 -6.111
H 0.268 0.962 -5.943
H -0.727 0.450 -3.729
Cl 0.183 4.981 -1.071
C -1.286 4.160 -0.823
C -2.497 4.847 -0.689
C -3.686 4.177 -0.498
Cl -5.130 5.046 -0.325
C -3.705 2.743 -0.459
C -4.862 1.956 -0.341
C -4.755 0.581 -0.367
C -3.501 -0.009 -0.496
N -2.377 0.697 -0.591
C -2.480 2.061 -0.582
C -1.279 2.774 -0.754
O -0.190 2.016 -0.870
H -2.496 5.928 -0.744
H -5.830 2.430 -0.243
H -5.634 -0.045 -0.302
H -3.407 -1.087 -0.526
N -0.215 -6.368 -0.435
C 0.662 -5.177 -0.688
C -0.120 -3.844 -0.665
N 0.766 -2.674 -0.434
H 0.329 -7.239 -0.467
H -0.959 -6.462 -1.133
H -0.658 -6.330 0.487
H 1.145 -5.318 -1.654
H 1.437 -5.167 0.078
H -0.862 -3.858 0.136
H -0.644 -3.697 -1.610
H 1.544 -2.721 -1.090
H 1.174 -2.768 0.494
*
```

* ΔE to the lowest compared entry with this formula, charge and spin: 241.2 kJ/mol
* LUMO energy (spin up / spin down): -13.53 / -13.52 eV
* gap between HOMO and LUMO (spin up / spin down): 4.6 / 4.6 eV

No. 4
Computed, not measured: a molecular structure, C28H26CuNO7PS2, with the ωB97M-V functional and the def2-TZVPD basis.

Geometry as ORCA input:
```
! wB97M-V def2-TZVPD RIJCOSX def2/J DEFGRID3
* xyz -1 1
Cu -1.540 -0.214 0.155
O -3.424 3.250 0.471
S -2.366 2.340 0.109
O -2.728 1.306 -0.868
O -1.677 1.704 1.242
C -1.113 3.357 -0.687
C -1.352 4.724 -0.688
C -0.429 5.609 -1.226
C 0.746 5.116 -1.765
C 0.982 3.748 -1.774
C 0.066 2.837 -1.246
P 0.432 1.023 -1.250
C 2.150 1.008 -1.899
C 3.179 0.910 -0.964
C 4.507 0.902 -1.367
C 4.821 0.971 -2.717
C 3.803 1.048 -3.659
C 2.476 1.068 -3.253
C -0.469 0.478 -2.748
C -0.449 -0.891 -3.016
C -1.070 -1.389 -4.152
C -1.729 -0.530 -5.021
C -1.766 0.830 -4.748
C -1.136 1.333 -3.619
H -2.276 5.077 -0.253
H -0.631 6.672 -1.216
H 1.484 5.787 -2.185
H 1.904 3.388 -2.210
H 2.932 0.835 0.089
H 5.294 0.827 -0.628
H 5.855 0.954 -3.036
H 4.044 1.093 -4.714
H 1.686 1.128 -3.991
H 0.026 -1.564 -2.313
H -1.052 -2.454 -4.347
H -2.224 -0.921 -5.901
H -2.294 1.503 -5.413
H -1.179 2.395 -3.408
C -0.985 1.336 3.885
C -0.452 -0.067 3.894
C 0.229 -0.570 2.791
C 0.659 -1.889 2.758
C 0.408 -2.714 3.843
C -0.251 -2.230 4.967
C -0.668 -0.911 4.987
S 0.769 -4.438 3.718
O 1.718 -4.605 2.656
O 1.052 -4.986 5.020
N -0.665 -5.136 3.272
C -1.592 -4.396 2.395
C -1.032 -4.130 0.992
C -1.356 -2.702 0.567
O -2.474 -2.235 0.864
O -0.452 -2.027 -0.006
H -0.398 1.978 3.232
H -1.005 1.759 4.892
H -1.999 1.345 3.482
H 0.390 0.065 1.928
H 1.153 -2.280 1.882
H -0.429 -2.886 5.810
H -1.185 -0.527 5.859
H -1.114 -5.477 4.111
H -1.875 -3.444 2.846
H -2.501 -4.995 2.345
H -1.474 -4.817 0.268
H 0.046 -4.281 0.962
*
```

* ΔE to the lowest compared entry with this formula, charge and spin: 73.8 kJ/mol
* LUMO energy: 2.58 eV
* gap between HOMO and LUMO: 7.4 eV

The records above give, respectively, E_tot values of -1644.3831; -5479.4843; -2517.1112; -4442.3820 Eh.